ORCA calculation (ωB97M-V with the def2-TZVPD basis set) on a structure of composition C59H63ClF5GeN4SSeSiW.

Results
Energy above the lowest of the compared OMol25 structures with the same formula, charge and spin, kcal per mole: 25.29

```
! wB97M-V def2-TZVPD RIJCOSX def2/J DEFGRID3
* xyz -1 1
W 0.9502 -0.1604 -0.5742
Cl 0.6284 -2.3895 4.6151
C 0.5949 -2.7453 2.9134
C 0.8067 -4.0294 2.4677
C 0.7527 -4.2284 1.1040
C 0.5372 -3.1495 0.2635
N 0.3610 -1.9003 0.6978
C 0.3628 -1.7150 2.0197
H 0.9997 -4.8368 3.1623
H 0.8878 -5.2159 0.6834
H 0.5002 -3.2921 -0.8064
H 0.1666 -0.7073 2.3525
C 2.2513 3.0829 0.5513
N 1.7141 4.0176 -0.5074
C 2.8341 4.7720 -1.1170
C 0.8302 3.3197 -1.5417
C 1.5869 2.4568 -2.5043
C 2.1004 3.0759 -3.6580
C 2.7964 2.3557 -4.6072
C 2.9608 0.9860 -4.4014
C 2.4179 0.3788 -3.2844
C 1.7052 1.0681 -2.2693
H 2.9170 3.6813 1.1797
H 2.8245 2.3117 0.0347
H 1.7410 1.9558 2.2401
H 1.0973 4.6706 -0.0305
H 3.4970 4.0628 -1.6021
H 3.3769 5.3014 -0.3351
H 2.4480 5.4744 -1.8533
H 0.2732 4.1099 -2.0531
H 0.1681 2.6808 -0.9508
H 1.9282 4.1375 -3.8224
H 3.1889 2.8418 -5.4935
H 3.5005 0.3900 -5.1314
H 2.5500 -0.6896 -3.1816
C -1.0942 4.5802 0.9614
Si -0.2134 3.4095 2.1524
C 0.5134 4.4973 3.5106
C -1.4791 2.2252 2.8285
C 1.1748 2.3839 1.3816
C 0.6004 1.2548 0.5784
H -2.0290 4.8983 1.4370
H -1.3669 4.0898 0.0210
H -0.5344 5.4997 0.7406
H -0.2602 5.0910 4.0129
H 1.2584 5.1942 3.1070
H 1.0122 3.8854 4.2709
H -2.4386 2.7205 3.0184
H -1.1446 1.7598 3.7638
H -1.6338 1.4326 2.0925
F -3.0577 2.5968 -5.6676
C -2.4446 1.6436 -4.9515
C -2.1968 1.8231 -3.6076
F -2.5638 2.9662 -3.0103
C -1.5638 0.8328 -2.8878
F -1.3816 1.0364 -1.5834
C -1.0988 -0.3520 -3.4612
S -0.2187 -1.5546 -2.5560
C -1.3932 -0.5016 -4.8155
F -1.0221 -1.6162 -5.4587
C -2.0443 0.4684 -5.5500
F -2.2863 0.2801 -6.8572
C 2.7067 -0.3882 0.0311
Ge 4.4461 -0.2344 0.7035
C 4.7651 -1.4273 2.2378
C 4.2690 -2.7308 2.1472
C 4.4738 -3.6482 3.1713
C 5.1720 -3.2728 4.3137
C 5.6751 -1.9828 4.4181
C 5.4787 -1.0712 3.3837
C 4.9691 1.6080 1.2201
C 4.5720 2.1524 2.4456
C 4.7396 3.5049 2.7254
C 5.2985 4.3496 1.7721
C 5.6924 3.8307 0.5450
C 5.5267 2.4735 0.2752
C 5.7248 -0.8146 -0.6900
C 5.2404 -1.5944 -1.7415
C 6.0947 -2.0651 -2.7352
C 7.4503 -1.7608 -2.6896
C 7.9491 -0.9884 -1.6470
C 7.0908 -0.5221 -0.6561
H 3.7104 -3.0208 1.2608
H 4.0888 -4.6588 3.0789
H 5.3219 -3.9814 5.1200
H 6.2236 -1.6863 5.3054
H 5.8916 -0.0713 3.4707
H 4.1119 1.5081 3.1895
H 4.4256 3.9052 3.6843
H 5.4212 5.4064 1.9830
H 6.1278 4.4844 -0.2038
H 5.8298 2.0785 -0.6903
H 4.1770 -1.8175 -1.7670
H 5.7017 -2.6641 -3.5495
H 8.1186 -2.1229 -3.4630
H 9.0055 -0.7471 -1.6074
H 7.4897 0.0779 0.1585
C -7.6910 1.8379 2.2151
C -6.6319 0.8292 1.7811
C -6.4614 -0.2866 2.8063
C -5.3842 -1.2991 2.4203
N -5.4451 -1.7307 1.0321
C -4.3645 -1.6939 0.1821
Se -2.7248 -0.9685 0.4827
N -4.7653 -2.2818 -0.9808
C -3.9050 -2.5141 -2.1399
C -3.5662 -3.9841 -2.3782
C -2.5097 -4.5677 -1.4388
C -3.0006 -4.8557 -0.0183
C -6.0948 -2.6669 -0.8892
C -6.9424 -3.2498 -1.8120
C -8.2485 -3.5027 -1.4093
C -8.6800 -3.1820 -0.1228
C -7.8247 -2.5873 0.7987
C -6.5276 -2.3281 0.3933
H -7.7998 2.6348 1.4774
H -7.4268 2.2958 3.1717
H -8.6639 1.3528 2.3317
H -5.6731 1.3350 1.6367
H -6.9210 0.3965 0.8206
H -7.4232 -0.7824 2.9638
H -6.1657 0.1412 3.7680
H -5.4346 -2.1767 3.0688
H -4.4022 -0.8492 2.5431
H -2.9875 -1.9440 -1.9838
H -4.4113 -2.1090 -3.0191
H -3.1897 -4.0460 -3.4019
H -4.4775 -4.5910 -2.3263
H -1.6624 -3.8767 -1.4025
H -2.1489 -5.5008 -1.8808
H -3.1794 -3.9340 0.5388
H -2.2477 -5.4222 0.5356
H -3.9271 -5.4414 -0.0317
H -6.6048 -3.4953 -2.8115
H -8.9410 -3.9528 -2.1102
H -9.7019 -3.3910 0.1677
H -8.1723 -2.3376 1.7909
*
```

Results of the Löwdin charge analysis, in e, for atoms 1 through 4: W 1.042; Cl 0.659; C -0.637; C -0.106



ORCA calculation (ωB97M-V with the def2-TZVPD basis set) on the ion C59H65F6N6O with charge +1.

```
! wB97M-V def2-TZVPD RIJCOSX def2/J DEFGRID3
* xyz 1 1
C 1.5392 4.5342 2.0003
C 1.9860 3.1100 2.3385
C 2.2962 3.0123 3.8337
C 3.1720 2.7329 1.4542
C 4.4605 2.9228 1.9638
C 5.5401 3.0541 1.0932
C 5.3417 2.9488 -0.2831
C 4.0688 2.7081 -0.8100
C 3.8848 2.7678 -2.3292
C 4.0969 1.4030 -2.9539
C 4.7082 3.8833 -2.9819
C 2.9958 2.4404 0.0719
N 1.6504 2.3092 -0.4919
N 1.1893 3.4105 -1.1455
N -0.0934 3.1498 -1.4424
C -0.7915 3.9674 -2.4001
C -1.2806 3.3611 -3.5751
C -0.7485 2.0147 -4.0695
C 0.4526 2.2425 -4.9787
C -1.8648 1.1642 -4.6642
C -2.2081 4.0494 -4.3530
C -2.5241 5.3713 -4.0657
C -1.8453 6.0286 -3.0480
C -0.9451 5.3628 -2.2165
C -0.2467 6.2004 -1.1474
C -1.2369 6.6057 -0.0507
C 0.4218 7.4492 -1.7461
C -0.4645 1.8839 -0.9484
C -1.8573 1.4384 -1.0790
C -2.9519 2.3499 -1.0487
C -4.2280 1.9287 -1.3895
C -5.3659 2.9096 -1.4946
F -6.1087 2.6921 -2.6305
F -6.2199 2.8082 -0.4262
F -4.9467 4.2101 -1.5438
C -4.5334 0.5846 -1.5981
C -3.4851 -0.3244 -1.5454
C -3.6931 -1.8059 -1.7126
F -2.6730 -2.3660 -2.4557
F -3.6761 -2.4601 -0.4997
F -4.8559 -2.1223 -2.3333
C -2.1856 0.0926 -1.3215
C 0.6465 1.3377 -0.3912
C 0.8825 0.0123 0.3218
H 1.4287 4.6798 0.9193
H 0.5848 4.7744 2.4819
H 2.2847 5.2558 2.3623
H 1.1678 2.4159 2.1064
H 2.7169 2.0363 4.0910
H 3.0027 3.7913 4.1397
H 1.3819 3.1587 4.4157
H 4.6132 3.0188 3.0451
H 6.5283 3.2911 1.4879
H 6.1861 3.0622 -0.9698
H 2.8376 3.0382 -2.4980
H 3.5730 0.6439 -2.3637
H 3.6969 1.3664 -3.9743
H 5.1579 1.1200 -2.9865
H 4.4718 4.8368 -2.4973
H 5.7882 3.7126 -2.8992
H 4.4486 3.9771 -4.0419
H -0.3772 1.4748 -3.1944
H 1.2196 2.8135 -4.4385
H 0.9043 1.2987 -5.3010
H 0.1651 2.8273 -5.8617
H -2.7727 1.2594 -4.0555
H -2.1022 1.4742 -5.6900
H -1.5867 0.1032 -4.6756
H -2.6747 3.5508 -5.2021
H -3.2855 5.8909 -4.6494
H -2.0231 7.0925 -2.8912
H 0.5356 5.5586 -0.7286
H -1.7965 5.7338 0.3098
H -0.7233 7.0545 0.8085
H -1.9649 7.3381 -0.4300
H 1.1335 7.1692 -2.5296
H -0.3158 8.1288 -2.1921
H 0.9700 8.0176 -0.9853
H -2.7756 3.3827 -0.7622
H -5.5521 0.2676 -1.7867
H -1.4019 -0.6527 -1.3950
H 0.2060 0.0126 1.2038
H 1.9154 0.0618 0.7044
C 0.5179 -7.9661 2.0704
N 0.0160 -6.6087 2.0635
C -1.0208 -6.2525 2.8720
O -1.5270 -6.9859 3.7216
C -1.3448 -4.7900 2.5563
C -1.7209 -3.9916 3.8205
C -2.7824 -4.6343 4.6465
C -4.1124 -4.8457 4.3097
N -4.7389 -5.5159 5.3446
C -3.8326 -5.7405 6.3738
C -3.9791 -6.4714 7.5473
C -2.8401 -6.6492 8.3479
C -1.5998 -6.1048 7.9663
C -1.4557 -5.3987 6.7639
C -2.5802 -5.1964 5.9663
N -0.1390 -4.3402 1.8551
C -0.1216 -3.0836 1.2793
C 0.8763 -2.5282 0.5340
C 0.7201 -1.3018 -0.3651
C 1.5299 -1.4511 -1.6836
C 0.9097 -1.1384 -2.8996
C 1.6435 -1.1669 -4.0936
C 2.9698 -1.6340 -4.0692
C 3.5538 -2.0632 -2.8713
C 2.8455 -1.9271 -1.6684
C 0.6501 -5.5089 1.3467
C 2.1321 -5.4280 1.7465
C 0.4728 -5.7190 -0.1620
H -0.1573 -8.5673 2.6861
H 0.5582 -8.3795 1.0528
H 1.5198 -7.9978 2.5203
H -2.2156 -4.7966 1.8623
H -0.8154 -3.8750 4.4341
H -2.0417 -2.9929 3.4827
H -4.6220 -4.5858 3.3886
H -5.7130 -5.7983 5.3572
H -4.9593 -6.8684 7.8118
H -2.9118 -7.2221 9.2735
H -0.7349 -6.2451 8.6179
H -0.4958 -5.0117 6.4202
H -1.0371 -2.5032 1.4829
H 1.8740 -2.9683 0.5398
H -0.3208 -1.3620 -0.6909
H -0.1645 -0.9288 -2.9177
H 1.1652 -0.8483 -5.0295
H 3.5526 -1.6615 -4.9953
H 4.5573 -2.4983 -2.8580
H 3.3066 -2.2115 -0.7181
H 2.2160 -5.5948 2.8308
H 2.6828 -6.2238 1.2283
H 2.5697 -4.4611 1.4875
H -0.5757 -5.9754 -0.3647
H 0.7581 -4.8250 -0.7279
H 1.0924 -6.5667 -0.4762
*
```

Results of the Löwdin charge analysis, in e, for atoms 1 through 4: C -0.043; C -0.368; C -0.074; C -0.121



ORCA calculation (ωB97M-V with the def2-TZVPD basis set) on a cluster of 8 separate species, C59H68BClFI2N7O21PSi in total.

```
! wB97M-V def2-TZVPD RIJCOSX def2/J DEFGRID3
* xyz -1 1
C -3.4186 3.9816 0.9135
C -2.1492 4.3159 1.7571
C -1.5753 2.9846 2.3920
C -0.1663 2.6079 1.8582
C -0.2001 1.3077 0.9672
O -1.2977 1.3886 0.0816
C -1.0174 1.8591 -1.2225
C -0.2000 3.1713 -1.3449
O -0.7009 0.3955 1.9468
P -0.0395 -1.2114 1.9150
Cl -1.8124 -1.7388 3.0956
B 0.9302 -0.6378 3.5422
O 0.2538 0.2419 4.4425
O 2.2592 -1.0196 3.8678
C 3.1119 0.0594 4.2348
C -1.1514 -1.6493 0.4048
I -3.3081 -1.2863 0.7054
C -0.8695 -2.1628 -0.8152
C -1.9626 -2.4415 -1.8837
I 1.1057 -2.6933 -1.3563
Si 0.7577 -3.3027 2.3678
C 0.6433 -3.7520 4.2129
C -0.2395 -4.6673 1.4335
C 2.5782 -3.5474 1.8245
O 1.3582 -0.6307 1.0216
C 1.1728 0.6761 0.5296
F 1.4705 0.5184 -0.8369
C 2.4782 1.4008 1.0510
C 3.1059 2.3176 -0.0181
O 2.8595 3.4777 -0.1697
O 4.0322 1.7138 -0.8725
H -3.1829 3.1453 0.2304
H -3.7580 4.8430 0.3057
H -4.2634 3.7029 1.5708
H -2.4787 4.9700 2.5857
H -1.3752 4.8331 1.1601
H -1.5249 3.1671 3.4838
H -2.3356 2.2053 2.2301
H 0.2928 3.4654 1.3232
H 0.4741 2.4069 2.7380
H -1.9917 2.0303 -1.7270
H -0.5354 1.0531 -1.8204
H -0.4164 3.5963 -2.3494
H -0.5006 3.9513 -0.6271
H 0.8758 2.9401 -1.3232
H 0.5757 0.1031 5.3414
H 3.5813 -0.1518 5.2191
H 2.6154 1.0431 4.2750
H 3.9511 0.0698 3.5063
H -2.5562 -1.5453 -2.1089
H -2.5840 -3.3068 -1.5810
H -1.4432 -2.7530 -2.8157
H 1.6250 -3.6920 4.7241
H 0.3263 -4.8103 4.2790
H -0.0677 -3.1540 4.8091
H 0.2882 -4.9919 0.5177
H -1.2885 -4.3738 1.2529
H -0.2420 -5.5532 2.0950
H 3.0938 -4.1032 2.6404
H 3.1089 -2.5848 1.7278
H 2.6388 -4.1521 0.8997
H 2.3434 1.8945 2.0226
H 3.2090 0.5885 1.2149
H 4.8733 2.1245 -0.6384
C -5.4473 -7.5143 -1.6866
C -4.3093 -7.5228 -2.4834
C -3.0547 -7.4084 -1.9035
C -2.9543 -7.2894 -0.5260
C -4.0824 -7.2721 0.2795
C -5.3343 -7.3853 -0.3076
N -1.6306 -7.1882 0.0891
O -0.6633 -7.1830 -0.6502
O -1.5722 -7.1105 1.2952
H -6.4259 -7.6091 -2.1423
H -4.4009 -7.6208 -3.5575
H -2.1727 -7.4143 -2.5284
H -4.0001 -7.1730 1.3528
H -6.2226 -7.3752 0.3103
C 2.5203 3.3881 -3.8061
C 2.2878 2.1370 -4.3640
C 1.9715 2.0256 -5.7101
C 1.8960 3.1749 -6.4851
C 2.1192 4.4296 -5.9365
C 2.4320 4.5326 -4.5893
N 1.5863 3.0614 -7.9114
O 1.3769 1.9528 -8.3603
O 1.5590 4.0833 -8.5695
H 2.7725 3.4710 -2.7549
H 2.3560 1.2486 -3.7485
H 1.7914 1.0499 -6.1388
H 2.0548 5.3229 -6.5416
H 2.6105 5.5050 -4.1490
C 1.4913 9.5607 3.2051
C 0.6775 8.5565 3.7159
C -0.3630 8.0488 2.9515
C -0.5728 8.5534 1.6773
C 0.2281 9.5590 1.1600
C 1.2646 10.0645 1.9301
N -1.6539 8.0045 0.8569
O -2.3448 7.1387 1.3466
O -1.7908 8.4446 -0.2694
H 2.3062 9.9511 3.8024
H 0.8561 8.1670 4.7095
H -0.9930 7.2670 3.3535
H 0.0583 9.9519 0.1674
H 1.8982 10.8483 1.5352
C 3.5316 -7.0556 0.9571
C 2.6925 -7.2078 -0.1397
C 3.1865 -7.7336 -1.3243
C 4.5216 -8.1072 -1.3945
C 5.3704 -7.9531 -0.3078
C 4.8693 -7.4236 0.8719
N 5.0425 -8.6857 -2.6342
O 4.2820 -8.7917 -3.5751
O 6.2078 -9.0326 -2.6536
H 3.1408 -6.6488 1.8818
H 1.6510 -6.9181 -0.0696
H 2.5283 -7.8488 -2.1739
H 6.4108 -8.2402 -0.3669
H 5.5204 -7.3004 1.7275
C -5.1609 -3.2522 -6.8457
C -6.5118 -3.5591 -6.7355
C -6.9085 -4.8564 -6.4481
C -5.9415 -5.8348 -6.2697
C -4.5904 -5.5420 -6.3846
C -4.2020 -4.2427 -6.6747
N -6.3537 -7.2004 -5.9403
O -7.5428 -7.4314 -5.8618
O -5.4800 -8.0248 -5.7572
H -4.8543 -2.2369 -7.0642
H -7.2559 -2.7853 -6.8703
H -7.9606 -5.0889 -6.3629
H -3.8393 -6.3075 -6.2490
H -3.1512 -4.0008 -6.7634
C 0.1640 11.0921 -4.9031
C -0.3748 11.2774 -3.6360
C 0.3302 11.9943 -2.6809
C 1.5699 12.5225 -3.0082
C 2.1210 12.3382 -4.2674
C 1.4114 11.6180 -5.2171
N 2.3054 13.2992 -2.0081
O 1.8043 13.4247 -0.9085
O 3.3728 13.7758 -2.3342
H -0.3906 10.5362 -5.6490
H -1.3453 10.8650 -3.3934
H -0.0963 12.1338 -1.6973
H 3.0897 12.7470 -4.5183
H 1.8293 11.4691 -6.2040
C 0.4573 -3.9076 10.9133
C -0.4083 -4.1015 9.8441
C 0.0671 -4.6272 8.6516
C 1.4094 -4.9576 8.5463
C 2.2847 -4.7620 9.6034
C 1.8027 -4.2334 10.7919
N 1.9077 -5.5346 7.2958
O 1.1164 -5.6715 6.3909
O 3.0838 -5.8414 7.2417
H 0.0821 -3.5017 11.8449
H -1.4551 -3.8450 9.9407
H -0.6108 -4.7754 7.8222
H 3.3316 -5.0163 9.5151
H 2.4752 -4.0783 11.6255
*
```

Results of the Löwdin charge analysis, in e, for atoms 1 through 4: C -0.103; C -0.252; C -0.150; C -0.081



no.,highest occupied orbital energy (hartree),orbital gap (eV),F_max (eV/Å)
1,-0.08555,4.46,5.05
2,-0.32451,5.30,2.79
3,-0.15744,4.67,3.44